Entry 1:
{"formula": "C53H64BN7OS8W", "method": "ωB97M-V/def2-TZVPD", "e_tot_ha": -5793.6357, "relative_energy_kcal_mol": 29.1, "charge": 2, "e_homo_ev": -11.828, "gap_ev": 5.69, "elements": ["W", "C", "C", "C", "C", "N", "N", "B", "N", "N", "C", "C", "C", "C", "C", "S", "C", "C", "C", "C", "N", "N", "C", "C", "C", "C", "C", "S", "C", "C", "C", "C", "C", "S", "C", "C", "C", "C", "H", "H", "H", "H", "H", "H", "H", "H", "H", "H", "H", "H", "H", "H", "H", "H", "H", "H", "H", "H", "H", "H", "H", "H", "H", "H", "H", "H", "H", "H", "H", "H", "H", "H", "H", "H", "H", "H", "H", "N", "C", "C", "C", "C", "C", "C", "C", "C", "C", "C", "C", "C", "H", "H", "H", "H", "H", "H", "H", "H", "H", "H", "C", "C", "C", "C", "C", "C", "C", "O", "C", "C", "C", "H", "H", "H", "H", "H", "H", "H", "H", "H", "H", "H", "H", "C", "S", "C", "C", "S", "S", "C", "S", "S", "H", "H", "H"], "xyz": [[-0.07733, 1.42505, 0.57119], [1.15055, -0.60070, -4.36296], [1.52762, -1.21467, -3.05398], [2.35486, -2.28441, -2.91799], [2.75567, -2.74361, -1.62884], [2.22940, -2.25221, -0.54340], [1.34128, -1.24561, -0.68188], [0.70810, -0.60249, 0.53908], [1.94683, 2.12838, 0.29798], [2.90234, 1.49860, -0.38031], [4.10271, 2.03575, -0.40839], [4.37890, 3.25852, 0.24568], [3.40783, 3.88034, 0.97881], [3.59402, 5.16013, 1.72476], [2.15867, 3.22521, 1.00024], [0.74665, 3.63686, 1.88380], [5.16504, 1.22659, -1.14569], [6.48275, 1.99091, -1.27584], [5.40604, -0.05655, -0.33763], [4.65527, 0.87129, -2.54589], [0.72091, -1.52999, 1.72179], [0.60935, -2.87481, 1.57145], [0.69154, -3.59712, 2.64742], [0.90226, -3.00492, 3.93529], [0.98776, -1.66147, 4.08925], [1.20491, -0.98080, 5.40051], [0.84635, -0.89880, 2.89087], [0.84176, 0.79841, 2.83769], [0.57984, -5.10644, 2.52715], [1.88128, -5.72830, 3.06177], [-0.60473, -5.59431, 3.37317], [0.37857, -5.53115, 1.07682], [1.06697, -0.64745, -1.83711], [0.20810, 0.83585, -1.78823], [3.81351, -3.82452, -1.49785], [3.24204, -5.13493, -2.05753], [4.22307, -4.00796, -0.03950], [5.04796, -3.41361, -2.31633], [1.54523, -1.18280, -5.19253], [1.54629, 0.41563, -4.42961], [0.06622, -0.52918, -4.46302], [2.75141, -2.77136, -3.79929], [5.36335, 3.69802, 0.17813], [4.61323, 5.52712, 1.62838], [3.36589, 5.02333, 2.78345], [2.90723, 5.92129, 1.34849], [6.93507, 2.20190, -0.30539], [6.35673, 2.93132, -1.81576], [7.19373, 1.38393, -1.83667], [5.70997, 0.17450, 0.68563], [6.20380, -0.64341, -0.79737], [4.49930, -0.66380, -0.29479], [4.51685, 1.76764, -3.15350], [3.70136, 0.34610, -2.48782], [5.37810, 0.22902, -3.05241], [0.97365, -3.64690, 4.80302], [1.19927, -1.70203, 6.21438], [0.43417, -0.23083, 5.58307], [2.16344, -0.45835, 5.40268], [2.04754, -5.50444, 4.11614], [2.74930, -5.38147, 2.49925], [1.82640, -6.81282, 2.96469], [-0.49342, -5.34392, 4.42894], [-0.67569, -6.68014, 3.30350], [-1.54703, -5.17169, 3.01839], [1.16476, -5.13660, 0.43380], [-0.57780, -5.18408, 0.68486], [0.39525, -6.61976, 1.01838], [2.36619, -5.46096, -1.49518], [3.99731, -5.91886, -1.99365], [2.95692, -5.03941, -3.10700], [3.37010, -4.26554, 0.58778], [4.67104, -3.09839, 0.36394], [4.95836, -4.81024, 0.02627], [4.84721, -3.38103, -3.38786], [5.84212, -4.14382, -2.15964], [5.42144, -2.43619, -2.00503], [-1.73530, 1.98519, 2.23240], [-3.12305, 2.36110, 2.04359], [-4.09510, 1.44313, 2.41730], [-5.43851, 1.76307, 2.32295], [-5.81271, 3.01820, 1.86548], [-4.83815, 3.93213, 1.50051], [-3.48077, 3.62107, 1.56942], [-2.48849, 4.64814, 1.14691], [-2.36462, 5.84016, 1.85912], [-1.50411, 6.83797, 1.42974], [-0.73724, 6.65094, 0.28618], [-0.83199, 5.46695, -0.42428], [-1.70965, 4.48407, 0.00497], [-1.71683, 1.16524, 2.82906], [-1.25813, 2.71150, 2.75757], [-3.79529, 0.47378, 2.80142], [-6.18664, 1.04032, 2.61965], [-6.85796, 3.28804, 1.80133], [-5.12208, 4.91593, 1.14919], [-2.96221, 5.98420, 2.75095], [-1.43542, 7.76360, 1.98515], [-0.06124, 7.42667, -0.04885], [-0.22885, 5.30905, -1.31044], [-7.07400, -3.61006, -1.64108], [-5.85442, -2.85980, -1.20228], [-5.77927, -1.47729, -1.31847], [-4.65699, -0.76000, -0.93847], [-4.65489, 0.71686, -1.20184], [-3.55341, -1.47267, -0.40358], [-2.31086, -0.87160, 0.00177], [-2.06674, 0.32531, 0.21689], [-3.61433, -2.88910, -0.28558], [-2.47721, -3.71301, 0.26903], [-4.75919, -3.54767, -0.67923], [-7.87245, -2.93781, -1.94685], [-7.44329, -4.24836, -0.83758], [-6.83224, -4.26056, -2.48356], [-6.62383, -0.93722, -1.72925], [-5.67077, 1.06207, -1.38783], [-4.06574, 0.93004, -2.09917], [-4.23145, 1.29174, -0.38931], [-1.48783, -1.58353, 0.15970], [-1.60366, -3.68679, -0.38746], [-2.78806, -4.75182, 0.35864], [-2.15584, -3.37698, 1.25619], [-4.81125, -4.62508, -0.57728], [-4.49977, 6.62086, -2.40590], [-4.29959, 4.84937, -2.09221], [-2.84863, 4.47514, -2.99526], [-1.88444, 3.63721, -2.56982], [-1.92720, 2.96334, -0.92049], [-0.64276, 3.21693, -3.73079], [-1.21045, 4.22843, -5.02925], [-0.45239, 4.33614, -6.45747], [-2.67404, 5.07582, -4.62385], [-5.49066, 6.86886, -2.03046], [-4.47265, 6.84776, -3.46867], [-3.74835, 7.19617, -1.87060]]}

Entry 2:
{"formula": "C53H64BN8O6S3TeW", "method": "ωB97M-V/def2-TZVPD", "e_tot_ha": -4501.8638, "relative_energy_kcal_mol": 273.6, "spin_multiplicity": 2, "charge": 0, "e_homo_ev": [-5.368, -5.366], "gap_ev": [4.81, 4.71], "elements": ["W", "O", "C", "C", "C", "N", "C", "C", "C", "O", "O", "C", "O", "O", "H", "H", "H", "C", "C", "C", "C", "N", "C", "C", "N", "B", "N", "C", "C", "N", "C", "S", "C", "C", "C", "C", "N", "C", "C", "N", "C", "S", "C", "C", "C", "C", "C", "S", "H", "H", "H", "H", "H", "H", "H", "H", "H", "H", "H", "H", "H", "H", "H", "H", "H", "H", "H", "H", "H", "H", "H", "H", "H", "H", "H", "H", "H", "H", "H", "H", "H", "H", "C", "C", "C", "C", "C", "C", "Te", "N", "C", "O", "C", "C", "C", "C", "C", "C", "C", "C", "C", "C", "C", "C", "C", "C", "C", "C", "C", "C", "H", "H", "H", "H", "H", "H", "H", "H", "H", "H", "H", "H", "H", "H", "H", "H", "H", "H", "H", "H", "H", "H", "H", "H", "H", "H", "H"], "xyz": [[-0.08946, 1.88320, -1.53395], [2.30055, -2.45081, -4.21097], [1.49721, -1.52960, -3.60638], [0.53098, -1.93998, -2.61662], [-0.52547, -1.01657, -2.36559], [-0.43397, 0.33380, -2.76250], [0.63582, 0.72101, -3.56626], [1.56992, -0.24251, -4.01040], [0.85956, 2.14177, -3.89741], [1.77137, 2.53571, -4.59915], [0.01281, 2.95015, -3.23573], [-1.55143, -1.52932, -1.52230], [-1.38839, -2.49945, -0.76454], [-1.14162, 1.20162, -0.26694], [2.23803, -3.29201, -3.75024], [0.22961, -2.97853, -2.67288], [2.29100, 0.05949, -4.75785], [-0.65909, 2.56223, 6.69767], [-0.20188, 1.19559, 6.17949], [-0.65368, 0.16429, 7.23309], [1.33106, 1.17734, 6.12169], [-0.95312, 1.78467, 3.69830], [-2.00175, 2.78777, 3.94153], [-2.81949, 2.80502, 2.89698], [-2.48917, 1.87746, 1.92774], [-3.52015, 1.99843, 0.70421], [-3.59505, 3.45634, 0.22780], [-4.84479, 3.99114, -0.02140], [-4.67817, 5.16811, -0.63850], [-3.31686, 5.37076, -0.80023], [-2.65092, 4.31518, -0.25393], [-0.96119, 4.11016, -0.08773], [-2.85294, 6.56929, -1.57818], [-3.10116, 7.79883, -0.70525], [-1.38928, 6.53776, -2.00780], [-3.69701, 6.62893, -2.85724], [-3.46341, 0.97212, -0.50236], [-3.20955, -0.27980, -0.28758], [-3.03419, -1.02111, -1.53790], [-3.32954, -0.01688, -2.51809], [-3.39140, 1.19571, -1.92269], [-3.05516, 2.63739, -2.62804], [-3.79334, -0.39653, -3.89219], [-3.25322, 0.51108, -4.99831], [-3.30537, -1.81656, -4.18868], [-5.32182, -0.36201, -3.87067], [-1.45651, 1.13215, 2.43981], [-0.23544, 0.12255, 1.68041], [-0.20703, 2.72500, 7.67698], [-1.74266, 2.60883, 6.82442], [-0.33225, 3.38529, 6.06379], [-0.35417, 0.51621, 8.22061], [-0.19329, -0.81256, 7.09231], [-1.73881, 0.03967, 7.23834], [1.71961, 1.25255, 7.13958], [1.73091, 2.00454, 5.54147], [1.71159, 0.25334, 5.68623], [-1.95211, 3.42113, 4.80101], [-3.65866, 3.46334, 2.75046], [-4.59016, 1.76604, 1.22602], [-5.74367, 3.47993, 0.27134], [-5.40877, 5.88115, -0.96896], [-2.49520, 7.74703, 0.20021], [-4.15122, 7.88512, -0.41986], [-2.82323, 8.69921, -1.25402], [-0.70701, 6.59234, -1.16795], [-1.23347, 7.41333, -2.64150], [-1.14748, 5.64702, -2.58636], [-4.75100, 6.82786, -2.66305], [-3.61084, 5.69370, -3.41141], [-3.32315, 7.43582, -3.48642], [-3.08541, -0.70003, 0.69936], [-3.64545, -1.92275, -1.60466], [-2.16897, 0.60136, -4.93143], [-3.68413, 1.50381, -4.96836], [-3.51066, 0.05347, -5.95567], [-2.22501, -1.89268, -4.07220], [-3.55322, -2.05188, -5.22258], [-3.78828, -2.56802, -3.56160], [-5.67744, 0.65495, -3.69600], [-5.71648, -1.01359, -3.08748], [-5.71643, -0.70443, -4.82846], [2.59336, -8.42254, 2.11732], [2.37005, -7.04803, 1.54752], [1.41736, -6.81560, 0.56984], [1.20673, -5.54961, 0.02591], [0.17946, -5.43591, -1.06894], [1.96905, -4.46289, 0.47809], [1.77443, -2.40117, -0.24922], [1.40200, 0.50788, -0.86347], [1.46057, 1.36725, 0.08910], [1.36618, 2.66116, -0.33047], [1.14897, 1.13534, 1.50200], [0.12070, -0.82408, 3.13380], [-0.26244, -0.51610, 4.35914], [-0.89166, 0.75486, 4.83949], [0.33614, 2.51185, 3.43499], [1.16536, 2.22011, 2.41982], [3.82008, -2.37622, -0.89051], [4.69339, -1.37746, -0.44244], [4.37098, -0.39802, 0.65143], [5.97581, -1.29901, -0.98351], [6.43323, -2.19198, -1.93389], [7.80010, -2.05563, -2.54468], [5.58009, -3.21742, -2.31543], [4.29183, -3.33205, -1.81169], [3.51028, -4.53992, -2.25226], [2.91942, -4.67873, 1.49411], [3.78556, -3.58763, 2.07536], [3.10527, -5.96213, 1.99973], [1.98853, -9.16649, 1.59992], [2.33231, -8.45447, 3.17700], [3.64028, -8.71781, 2.03107], [0.81671, -7.64361, 0.20629], [-0.58438, -6.20634, -0.95465], [0.63442, -5.59443, -2.05191], [-0.31807, -4.47073, -1.05848], [0.61973, -1.75693, 2.90008], [-0.07621, -1.25016, 5.13150], [-1.94793, 0.58160, 5.06856], [0.41574, 3.41005, 4.02268], [1.94974, 2.95366, 2.26163], [3.43454, -0.61860, 1.15480], [4.30762, 0.61711, 0.25457], [5.16543, -0.41536, 1.40135], [6.63359, -0.51011, -0.63278], [8.46544, -1.48052, -1.90139], [7.73866, -1.53908, -3.50493], [8.25245, -3.03128, -2.72445], [5.92414, -3.95225, -3.03614], [3.66511, -5.37460, -1.56591], [3.83085, -4.85830, -3.24648], [2.43487, -4.36906, -2.26087], [3.27233, -2.62569, 2.12616], [4.68373, -3.43411, 1.47231], [4.10235, -3.85834, 3.08311], [3.84638, -6.11198, 2.77940]]}

Entry 3:
{"formula": "C53H65F2N2", "method": "ωB97M-V/def2-TZVPD", "e_tot_ha": -2367.4710, "charge": 1, "e_homo_ev": -10.677, "gap_ev": 7.90, "elements": ["C", "C", "C", "F", "C", "C", "C", "C", "C", "C", "F", "C", "C", "C", "C", "C", "C", "H", "H", "H", "H", "H", "H", "H", "H", "H", "H", "H", "H", "H", "C", "C", "C", "C", "C", "C", "C", "C", "C", "C", "C", "C", "C", "C", "N", "C", "C", "N", "C", "C", "C", "C", "C", "C", "C", "C", "C", "C", "C", "C", "C", "C", "C", "C", "C", "C", "C", "C", "C", "C", "H", "H", "H", "H", "H", "H", "H", "H", "H", "H", "H", "H", "H", "H", "H", "H", "H", "H", "H", "H", "H", "H", "H", "H", "H", "H", "H", "H", "H", "H", "H", "H", "H", "H", "H", "H", "H", "H", "H", "H", "H", "H", "H", "H", "H", "H", "H", "H", "H", "H", "H", "H"], "xyz": [[4.55009, 1.09064, 3.46563], [3.45035, 0.18276, 3.03952], [2.11731, 0.36462, 3.42179], [1.86332, 1.25691, 4.43096], [1.04253, -0.34814, 2.88958], [1.32450, -1.34679, 1.94753], [0.38143, -2.03738, 0.96751], [-0.99909, -1.40445, 0.98765], [-1.07496, 0.00883, 0.99024], [-2.26476, 0.59922, 1.38993], [-2.36103, 1.97765, 1.40443], [-3.37737, -0.17574, 1.74744], [-4.53814, 0.45888, 2.40603], [-3.36705, -1.52833, 1.38748], [-2.19809, -2.12365, 0.91100], [2.65019, -1.75997, 1.89454], [3.70348, -0.91907, 2.22199], [5.49190, 0.77209, 3.00560], [4.36069, 2.13171, 3.17524], [4.67634, 1.05841, 4.55275], [0.03286, -0.13120, 3.23698], [0.67927, -1.71595, -0.03601], [-0.17929, 0.61256, 0.79930], [-5.21088, -0.32449, 2.75852], [-4.18821, 1.05162, 3.25761], [-5.08827, 1.12496, 1.73551], [-4.27933, -2.12265, 1.48468], [-2.20892, -3.14651, 0.52699], [2.75765, -2.80542, 1.62631], [4.71977, -1.10615, 1.86205], [2.71916, -1.55299, -0.98760], [2.65053, -2.19801, -2.35036], [2.78943, -1.11627, -3.42323], [3.86012, -3.12604, -2.46724], [1.27390, -2.90955, -2.44765], [0.20837, -2.19782, -3.01491], [-0.81274, -2.88978, -3.65760], [-0.82541, -4.28016, -3.56908], [-0.04137, -4.95978, -2.63256], [-0.36656, -6.48600, -2.51253], [-0.32614, -6.91530, -1.06458], [0.60277, -7.30794, -3.37825], [-1.78110, -6.84923, -2.98092], [0.96980, -4.20164, -1.94754], [1.70593, -4.70736, -0.79370], [2.72136, -5.76421, -1.03388], [3.01326, -6.28704, 0.33293], [2.37154, -5.32823, 1.25735], [2.72710, -5.55825, 2.65680], [3.98996, -5.05949, 3.13911], [5.15721, -4.35077, 2.40416], [5.57223, -3.14031, 3.26844], [4.89322, -3.87216, 0.98638], [6.37187, -5.28477, 2.28227], [4.28011, -5.25546, 4.49042], [3.36737, -5.79079, 5.38510], [2.25266, -6.42209, 4.87115], [1.95979, -6.42614, 3.50982], [0.86115, -7.46197, 3.18426], [-0.31444, -7.31650, 4.16468], [1.42159, -8.88958, 3.33376], [0.27483, -7.31170, 1.80666], [1.64183, -4.38405, 0.55351], [0.43118, -3.52170, 1.07333], [0.08020, -3.82372, 2.52244], [0.97094, -3.57774, 3.56467], [0.56034, -3.42271, 4.88328], [-0.79532, -3.54029, 5.18205], [-1.68057, -4.01119, 4.20702], [-1.20865, -4.22692, 2.90397], [2.34555, -2.32150, -0.31223], [3.73461, -1.32650, -0.63536], [2.09942, -0.65013, -0.93150], [2.66493, -1.54804, -4.42386], [2.07168, -0.30128, -3.28609], [3.79167, -0.67440, -3.36103], [3.70230, -3.97210, -3.14418], [4.72104, -2.55588, -2.84833], [4.19202, -3.47758, -1.48376], [0.24190, -1.10783, -3.04696], [-1.57184, -2.36161, -4.23974], [-1.50399, -4.82936, -4.22854], [-1.07184, -6.36238, -0.47674], [-0.53408, -7.99192, -0.96618], [0.65447, -6.72090, -0.63843], [0.35477, -7.17948, -4.43945], [1.65496, -7.02037, -3.26852], [0.51860, -8.37842, -3.13952], [-1.88584, -6.79038, -4.06694], [-2.00917, -7.88343, -2.69322], [-2.52731, -6.20458, -2.50939], [2.35945, -6.52511, -1.73942], [3.60738, -5.30494, -1.48699], [2.61826, -7.29168, 0.51382], [4.07279, -6.37035, 0.57079], [6.18327, -3.42830, 4.13188], [6.16876, -2.42226, 2.69200], [4.69342, -2.61034, 3.65473], [4.84675, -4.68004, 0.25225], [3.94345, -3.35506, 0.91367], [5.66893, -3.15661, 0.67092], [6.12379, -6.15339, 1.65879], [7.19868, -4.74658, 1.79320], [6.71872, -5.63874, 3.25801], [5.24406, -4.94481, 4.89049], [3.55831, -5.77364, 6.46737], [1.61260, -6.94410, 5.58097], [-0.58546, -6.26043, 4.25063], [-1.20200, -7.86234, 3.80895], [-0.08714, -7.70682, 5.16234], [2.29854, -9.03154, 2.68810], [1.72559, -9.10862, 4.36579], [0.66577, -9.63748, 3.04342], [0.91378, -7.78965, 1.06426], [-0.69964, -7.81443, 1.71537], [0.12690, -6.24956, 1.58485], [-0.33900, -3.94268, 0.42334], [2.04453, -3.52366, 3.39281], [1.27155, -3.13792, 5.66721], [-1.15518, -3.32192, 6.18732], [-2.75767, -4.15550, 4.40241], [-1.85802, -4.69070, 2.15256]]}